# C19H26F3OSi2

2 unconnected molecules or ions with the total composition C19H26F3OSi2 at a distorted geometry (ωB97M-V with the def2-TZVPD basis set, the Open Molecules 2025 dataset).

Last column: Mulliken charge in e.
CARTESIAN COORDINATES (ANGSTROEM)
Si: -2.02 -0.68 -1.83  0.158
Si: -0.80 -2.85 -0.05  0.499
F: 6.04 0.80 -1.47  -0.232
F: 6.18 2.90 -0.81  -0.257
F: 6.09 1.28 0.67  -0.243
O: -1.83 -2.17 -1.16  -0.374
C: -0.03 1.56 2.40  0.165
C: -0.11 2.03 -0.06  -1.457
C: -3.82 -0.19 -1.71  -1.057
C: -0.98 -1.85 1.53  -0.397
C: -0.75 1.80 1.19  0.908
C: -2.17 1.81 1.26  -0.024
C: -1.58 -0.76 -3.65  -1.056
C: 2.04 2.92 -0.96  -0.632
C: 3.42 2.86 -1.06  -0.802
C: 4.09 1.77 -0.51  0.381
C: -2.84 1.52 2.44  -0.891
C: 1.31 1.93 -0.24  0.829
C: -1.36 -4.60 0.32  -1.071
C: 3.39 0.71 0.08  -1.184
C: 0.92 -2.77 -0.79  -0.914
C: -2.11 1.27 3.62  -0.308
C: 2.03 0.82 0.27  -0.010
C: 5.59 1.70 -0.53  0.773
C: -0.71 1.33 3.60  -0.915
H: -2.40 -4.60 0.66  0.287
H: 1.50 3.77 -1.39  0.452
H: -0.83 -0.77 1.39  -0.389
H: 1.68 -3.07 -0.05  0.355
H: -0.27 -2.18 2.30  0.438
H: -4.46 -1.00 -2.09  0.357
H: 1.18 -1.76 -1.14  0.204
H: -2.74 2.04 0.35  0.551
H: -1.67 0.26 -4.08  0.326
H: -4.11 0.02 -0.68  0.261
H: -2.27 -1.42 -4.20  0.312
H: -0.55 -1.12 -3.81  0.302
H: 1.00 -3.45 -1.65  0.344
H: -2.63 1.05 4.55  0.429
H: -1.29 -5.24 -0.56  0.303
H: 1.51 0.05 0.85  0.556
H: -0.68 2.54 -0.83  0.564
H: -0.75 -5.05 1.12  0.326
H: 3.93 -0.17 0.41  0.450
H: -0.14 1.18 4.52  0.413
H: -1.09 0.36 -1.15  0.100
H: 3.97 3.66 -1.56  0.465
H: -3.93 1.49 2.46  0.424
H: -1.99 -1.98 1.94  0.361
H: -4.00 0.71 -2.32  0.318
H: 1.06 1.56 2.41  0.598

Summary:
net charge	+1
F_max	1.946	eV/Å
gap between HOMO and LUMO	6.664	eV
HOMO energy	-12.76	eV
LUMO	-6.10	eV
relative energy (zero: lowest compared OMol25 entry of this formula, charge and spin)	0.0	kJ/mol